{
  "formula": "C36H61BN4O39S9",
  "method": "ωB97M-V with the def2-TZVPD basis set",
  "smiles": "[H]/N=C\\Cc1cc(B(O)OCC)cc2nc(CCN(CC)C(C)=O)cnc12.O=S1(=O)OCCO1.O=S1(=O)OCCO1.O=S1(=O)OCCO1.O=S1(=O)OCCO1.O=S1(=O)OCCO1.O=S1(=O)OCCO1.O=S1(=O)OCCO1.O=S1(=O)OCCO1.O=S1(=O)OCCO1",
  "energy_ev": -222319.223,
  "e_lumo_ev": -0.368,
  "orbital_gap_ev": 8.24,
  "homo_energy_ev": -8.6,
  "species": ["C", "C", "O", "B", "O", "C", "C", "C", "C", "C", "N", "C", "N", "C", "C", "C", "C", "N", "C", "C", "C", "C", "O", "N", "C", "C", "H", "H", "H", "H", "H", "H", "H", "H", "H", "H", "H", "H", "H", "H", "H", "H", "H", "H", "H", "H", "H", "H", "H", "H", "H", "C", "C", "O", "S", "O", "O", "O", "H", "H", "H", "H", "C", "C", "O", "S", "O", "O", "O", "H", "H", "H", "H", "C", "C", "O", "S", "O", "O", "O", "H", "H", "H", "H", "C", "C", "O", "S", "O", "O", "O", "H", "H", "H", "H", "C", "C", "O", "S", "O", "O", "O", "H", "H", "H", "H", "C", "C", "O", "S", "O", "O", "O", "H", "H", "H", "H", "C", "C", "O", "S", "O", "O", "O", "H", "H", "H", "H", "C", "C", "O", "S", "O", "O", "O", "H", "H", "H", "H", "C", "C", "O", "S", "O", "O", "O", "H", "H", "H", "H"],
  "xyz": [[6.843354, -5.414473, -1.075119], [6.017471, -4.856376, -2.247938], [6.927022, -4.381345, -3.262705], [6.307814, -4.161574, -4.479736], [6.865417, -4.659257, -5.625749], [4.977901, -3.278700, -4.454894], [5.118345, -1.953277, -3.896774], [4.005071, -1.158659, -3.811995], [4.103897, 0.229055, -3.186398], [3.462501, 0.278374, -1.800677], [2.651688, 1.201412, -1.449453], [2.723931, -1.613309, -4.264859], [1.654533, -0.770435, -4.130234], [0.511282, -1.276344, -4.529085], [0.398771, -2.587195, -5.099511], [-0.991248, -3.072824, -5.523040], [-2.032587, -2.643434, -4.456221], [-3.217873, -3.494008, -4.472036], [-3.014658, -4.733428, -3.711273], [-3.288662, -4.640245, -2.187726], [-4.422274, -2.793979, -4.126886], [-4.493802, -1.754057, -3.017728], [-5.421949, -3.009656, -4.766404], [1.399512, -3.425347, -5.266850], [2.577977, -2.898506, -4.806826], [3.753021, -3.713902, -4.888289], [7.167736, -4.547505, -0.484996], [7.679486, -6.027032, -1.415458], [6.142789, -5.960230, -0.428119], [5.397944, -4.046683, -1.835660], [5.398656, -5.641089, -2.704889], [6.195424, -4.905100, -6.274110], [6.077005, -1.583957, -3.537948], [3.747076, 1.035390, -3.835724], [5.182655, 0.398081, -3.025489], [3.715201, -0.548566, -1.123786], [2.609211, 1.782899, -2.291974], [-0.372391, -0.648094, -4.426841], [-0.933749, -4.165986, -5.580869], [-1.224114, -2.694998, -6.526260], [-2.345004, -1.623053, -4.716412], [-1.510631, -2.671663, -3.481189], [-3.663944, -5.513710, -4.127096], [-1.980346, -5.076422, -3.825260], [-2.737970, -5.440306, -1.680269], [-4.361755, -4.810944, -2.012585], [-3.044649, -3.666308, -1.746575], [-4.913563, -2.238918, -2.123904], [-5.172023, -0.928603, -3.252266], [-3.508765, -1.379773, -2.705760], [3.655711, -4.727650, -5.282961], [3.982588, 0.173839, 2.545169], [5.174736, 1.035851, 2.215790], [6.194748, 0.617103, 3.124146], [6.018635, -0.947300, 3.426132], [6.899844, -1.685171, 2.592683], [5.977960, -1.135627, 4.831200], [4.523016, -1.114983, 2.840030], [3.465572, 0.541118, 3.435766], [3.284707, 0.113387, 1.712286], [4.969227, 2.097681, 2.336986], [5.527326, 0.850227, 1.197996], [-10.076967, -2.518475, -0.933216], [-8.908429, -1.619639, -1.275341], [-7.861672, -2.022575, -0.377719], [-7.994926, -3.585537, -0.086599], [-7.099874, -4.289691, -0.937662], [-8.003261, -3.781649, 1.320893], [-9.486235, -3.794590, -0.651650], [-10.592782, -2.174361, -0.033487], [-10.790979, -2.600696, -1.749150], [-9.132320, -0.573760, -1.142681], [-8.562336, -1.791129, -2.298019], [3.869495, 2.632546, 7.256947], [3.825550, 3.580364, 6.078109], [5.200608, 3.811301, 5.753818], [6.058199, 2.489910, 6.076037], [6.229723, 1.750513, 4.870976], [7.155044, 2.855524, 6.903322], [4.956705, 1.744631, 6.973585], [4.094064, 3.162110, 8.185322], [2.944606, 2.073539, 7.374988], [3.324880, 4.516961, 6.310621], [3.344956, 3.118713, 5.211856], [10.423159, 5.205403, 7.108955], [9.174451, 5.193871, 6.256147], [9.133615, 6.501505, 5.662784], [10.633341, 7.025671, 5.420720], [10.990693, 6.773111, 4.071834], [10.752596, 8.311851, 6.007185], [11.382418, 5.953444, 6.347965], [10.256158, 5.728484, 8.053013], [10.794432, 4.204511, 7.311997], [8.275501, 5.006118, 6.834373], [9.247395, 4.458432, 5.452783], [-13.315284, 0.915556, -0.920121], [-13.363187, 1.867231, -2.096834], [-11.990635, 2.137759, -2.400061], [-11.102700, 0.843417, -2.073150], [-10.899842, 0.114606, -3.273887], [-10.033765, 1.236160, -1.234729], [-12.202648, 0.057660, -1.190734], [-13.119125, 1.446460, 0.014003], [-14.228109, 0.333348, -0.819908], [-13.891379, 2.788825, -1.867276], [-13.818001, 1.395967, -2.971307], [1.134521, -5.030234, 0.669582], [0.118240, -6.143109, 0.819927], [-0.524735, -6.217662, -0.457733], [0.527448, -5.834768, -1.607797], [1.054173, -7.032110, -2.152232], [-0.040349, -4.814646, -2.413494], [1.645850, -5.178492, -0.659389], [0.663316, -4.047599, 0.747034], [1.940323, -5.102581, 1.395910], [-0.609113, -5.942941, 1.602281], [0.603912, -7.102273, 1.012743], [6.554719, 7.720586, 4.594728], [5.750254, 8.921174, 4.150040], [4.813370, 8.394901, 3.200989], [4.420092, 6.896696, 3.613513], [3.193672, 6.927735, 4.332095], [4.614811, 6.055666, 2.488723], [5.604071, 6.646851, 4.664271], [7.313520, 7.454527, 3.857444], [7.028663, 7.871826, 5.559541], [6.365780, 9.692331, 3.695173], [5.185457, 9.351298, 4.980526], [-3.404729, -0.818153, 1.912873], [-3.215634, 0.540193, 1.269396], [-4.251684, 0.621094, 0.288094], [-5.549874, -0.190262, 0.810461], [-6.455954, 0.734656, 1.389213], [-5.946123, -1.108444, -0.191179], [-4.821030, -0.992246, 1.997760], [-2.998712, -1.615874, 1.285966], [-2.957691, -0.873040, 2.902672], [-2.239181, 0.650405, 0.803629], [-3.366394, 1.345831, 1.992658], [-5.762124, 3.813620, -1.504958], [-6.518959, 5.049105, -1.945322], [-7.426623, 4.579061, -2.946101], [-7.878328, 3.071514, -2.590604], [-9.125653, 3.100119, -1.919806], [-7.656526, 2.258440, -3.730476], [-6.735913, 2.767963, -1.502758], [-4.979693, 3.550967, -2.220794], [-5.324380, 3.924405, -0.515742], [-5.865273, 5.816319, -2.352422], [-7.105436, 5.469380, -1.124575]],
  "forces_ev_per_angstrom": [[-0.92, 0.74, -0.14], [0.79, -0.33, 0.50], [-0.24, -0.05, -0.50], [-0.27, 0.25, 0.48], [-0.13, -0.44, 0.35], [0.52, 0.21, 0.04], [-1.14, -0.61, -0.40], [0.10, 0.67, 0.13], [0.80, -0.71, 0.56], [-0.55, 0.56, -0.63], [0.91, -0.76, -0.29], [0.03, 0.30, 0.23], [-0.35, -0.59, -0.28], [0.79, 0.03, -0.01], [-1.26, -0.73, -0.60], [0.51, -0.06, 0.60], [0.22, -0.09, -0.56], [0.48, 0.43, 0.54], [-0.16, -0.46, 0.48], [-0.56, -0.27, -0.32], [-0.82, 0.38, -0.76], [0.60, -0.18, 0.61], [0.01, -0.33, 0.25], [0.05, 1.72, 0.80], [1.12, -1.05, -0.31], [0.04, 0.03, 0.01], [0.40, -0.36, -0.14], [-0.17, 0.04, 0.16], [0.37, -0.18, -0.14], [-0.08, -0.14, -0.47], [-0.09, 0.21, 0.32], [0.17, 0.51, -0.19], [-0.12, -0.18, -0.08], [-0.21, -0.23, 0.17], [-0.25, 0.09, -0.09], [-0.06, 0.22, -0.03], [-0.54, 0.39, 0.38], [0.16, -0.14, -0.06], [-0.05, 0.24, -0.04], [-0.16, -0.03, 0.24], [0.06, -0.15, 0.42], [-0.28, 0.25, -0.08], [0.13, 0.16, 0.03], [-0.22, 0.29, -0.35], [-0.11, 0.27, 0.02], [0.26, 0.13, 0.11], [0.26, -0.25, -0.13], [0.01, -0.02, -0.31], [0.20, -0.22, -0.24], [-0.25, 0.04, -0.18], [-0.20, 0.28, 0.02], [-0.41, 0.32, 0.22], [0.20, 0.04, -0.60], [-0.42, -2.04, -1.81], [-0.09, 0.51, -0.34], [-0.03, -0.22, 0.18], [0.17, -0.13, -0.03], [0.41, 0.04, -0.12], [-0.02, 0.01, -0.03], [0.03, -0.20, 0.01], [0.18, -0.01, 0.21], [-0.09, 0.07, -0.03], [-0.21, 0.32, 0.28], [0.09, -0.34, -0.65], [-2.31, -1.41, 0.14], [-0.33, 0.51, -0.37], [0.05, -0.22, 0.25], [0.26, -0.12, -0.02], [0.34, 0.00, -0.11], [0.00, 0.02, -0.02], [0.09, -0.23, -0.03], [0.32, 0.02, 0.29], [-0.06, 0.00, 0.00], [-0.05, 0.34, 0.37], [-0.37, -0.22, -0.26], [0.28, -0.12, 0.44], [-0.56, -0.04, -0.01], [0.24, 1.58, 2.33], [0.12, 0.07, -0.15], [0.05, 0.10, -0.38], [-0.04, 0.02, -0.01], [0.14, -0.20, -0.06], [0.24, 0.12, -0.07], [-0.05, 0.02, 0.04], [-0.23, 0.11, 0.46], [0.07, -0.52, -0.23], [0.34, 0.25, 0.32], [-0.01, -0.46, 0.24], [0.11, 0.23, 0.00], [-0.08, 0.10, -0.22], [-0.24, 0.02, -0.37], [-0.01, -0.03, 0.00], [0.19, 0.06, -0.16], [-0.07, 0.21, -0.08], [-0.03, -0.04, 0.05], [-0.09, 0.33, 0.37], [-0.31, -0.28, -0.33], [0.13, -0.14, 0.43], [-0.65, 0.39, 0.02], [0.24, -0.19, 0.18], [-0.81, -1.50, 0.40], [0.00, 0.06, -0.42], [-0.03, 0.02, -0.02], [0.14, -0.19, -0.07], [0.24, 0.12, -0.01], [-0.05, 0.00, 0.04], [-0.25, 0.35, 0.21], [0.32, -0.37, 0.21], [0.10, 0.47, -0.10], [0.11, -0.06, 0.43], [0.04, 0.16, -0.26], [-0.01, -0.13, -0.14], [-0.14, -0.35, -0.02], [-0.01, -0.02, 0.03], [0.14, -0.05, -0.20], [-0.18, 0.02, -0.20], [0.01, 0.03, 0.04], [0.42, 0.16, -0.35], [-0.15, 0.18, 0.54], [0.15, -0.41, -0.14], [0.48, 0.39, 0.17], [-0.05, -0.33, -0.07], [-0.31, -0.05, -0.01], [-0.38, 0.28, 0.00], [0.02, 0.03, 0.04], [-0.14, -0.18, 0.07], [-0.12, -0.08, -0.24], [0.05, 0.02, 0.00], [0.31, -0.26, -0.26], [0.01, 0.28, 0.40], [-0.04, -0.36, 0.00], [0.37, -0.01, 0.01], [-0.11, -0.11, -0.04], [1.89, 1.24, 0.27], [-0.03, 0.42, -0.03], [0.03, 0.03, 0.00], [-0.23, -0.02, 0.08], [-0.12, -0.01, -0.22], [0.06, -0.04, 0.03], [0.42, 0.03, -0.27], [-0.17, 0.17, 0.45], [0.30, -0.37, -0.11], [0.22, 0.30, 0.23], [0.86, 1.49, -0.75], [-0.20, 0.04, -0.05], [-0.31, 0.25, 0.00], [0.01, 0.04, 0.01], [-0.17, -0.18, 0.07], [-0.11, -0.06, -0.23], [0.06, 0.00, 0.03]],
  "mulliken_charge": [-1.24, 0.09, -0.56, 0.92, -0.56, -0.34, -0.95, 0.94, -1.32, -0.04, -0.70, 0.34, -0.39, -0.63, 0.81, -0.96, -0.99, 0.13, -0.54, -0.84, 0.16, -0.41, -0.60, -0.57, 0.25, -0.41, 0.28, 0.34, 0.34, 0.12, 0.28, 0.32, 0.37, 0.46, 0.36, 0.49, 0.29, 0.41, 0.32, 0.30, 0.69, 0.52, 0.43, 0.30, 0.30, 0.33, 0.16, -0.09, 0.46, 0.25, 0.49, -0.21, -0.23, -0.26, 1.14, -0.55, -0.55, -0.31, 0.19, 0.33, 0.34, 0.18, -0.34, 0.13, -0.23, 1.02, -0.52, -0.61, -0.37, 0.36, 0.35, -0.02, 0.26, -0.42, -0.31, -0.09, 0.79, -0.34, -0.60, -0.33, 0.30, 0.33, 0.35, 0.21, -0.40, -0.14, -0.25, 1.10, -0.55, -0.55, -0.31, 0.32, 0.32, 0.23, 0.22, -0.36, -0.40, -0.29, 1.14, -0.60, -0.55, -0.24, 0.28, 0.31, 0.32, 0.31, -0.34, -0.39, -0.34, 0.92, -0.63, -0.27, -0.23, 0.25, 0.34, 0.34, 0.30, -0.25, -0.41, -0.32, 1.13, -0.58, -0.56, -0.16, 0.26, 0.31, 0.33, 0.31, -0.26, -0.45, -0.29, 0.97, -0.64, -0.16, -0.36, 0.22, 0.32, 0.36, 0.30, -0.30, -0.45, -0.35, 1.20, -0.54, -0.63, -0.16, 0.29, 0.30, 0.32, 0.29]
}